23
Properties=species:S:1:pos:R:3 method="wB97M-V/def2-TZVPD" smiles="O=C1O[C@H]([NH+]2CC2)C(N2CC2)=C1Cl" multiplicity=1 orbital_gap_ev=9.215 relative_energy_ev=1.786 total_charge=+1 homo_ev=-12.4 lumo_ev=-3.2 energy_ev=-28045.3858
Cl 4.418 -0.637 0.424
O 3.922 2.248 -0.247
O 1.743 1.933 -0.656
N -0.175 1.147 0.330
N 1.137 -1.548 0.171
C 1.447 -2.945 0.031
C 3.000 1.487 -0.315
C -1.180 2.199 0.024
C -0.236 2.399 1.148
C 0.864 0.895 -0.672
C 1.667 -0.435 -0.247
C 0.136 -2.434 -0.397
C 2.904 0.033 -0.044
H -0.978 2.835 -0.814
H -0.602 0.290 0.673
H 0.448 0.806 -1.626
H -2.138 1.841 0.315
H 0.739 2.948 0.856
H -0.638 -2.665 0.319
H 2.226 -3.197 -0.678
H -0.439 2.510 2.224
H -0.277 -2.435 -1.415
H 1.585 -3.557 0.831

---

16
Properties=species:S:1:pos:R:3 method="wB97M-V/def2-TZVPD" multiplicity=3 orbital_gap_ev="6.716 / 6.141" relative_energy_ev=0.783 s_squared=2.0141 total_charge=+1 homo_ev="-14.3 / -13.7" lumo_ev="-7.5 / -7.6" energy_ev=-90755.5263
Ni -0.815 1.257 2.468
S -1.321 -0.874 0.476
S 1.287 0.352 -0.207
F -3.829 -1.360 0.030
F -3.294 0.724 -0.182
F -2.729 -0.692 -1.704
F 2.487 0.260 2.159
F 3.347 1.634 0.757
F 3.667 -0.479 0.569
O -0.996 -2.254 0.214
O -1.542 -0.412 1.877
O 0.314 1.349 1.023
O 1.810 -0.012 -1.520
N -0.328 0.183 -0.244
C -2.928 -0.515 -0.418
C 2.785 0.450 0.893

---

16
Properties=species:S:1:pos:R:3 method="wB97M-V/def2-TZVPD" multiplicity=1 orbital_gap_ev=8.454 relative_energy_ev=3.647 total_charge=0 homo_ev=-8.1 lumo_ev=0.4 energy_ev=-7854.5129
N -0.742 0.275 1.224
C 1.449 0.428 1.423
C -0.128 -0.270 0.003
C 1.268 -0.549 0.527
C -0.949 -1.297 -0.734
C 0.150 1.138 1.711
C -0.038 1.014 -0.959
H 0.693 1.808 -0.719
H -1.726 0.513 1.161
H -1.008 1.528 -1.022
H 1.932 -1.353 0.202
H -1.900 -0.827 -1.019
H -1.160 -2.207 -0.169
H 2.339 0.730 1.957
H -0.416 -1.549 -1.654
H 0.235 0.617 -1.930

---

39
Properties=species:S:1:pos:R:3 method="wB97M-V/def2-TZVPD" multiplicity=1 orbital_gap_ev=2.775 relative_energy_ev=17.357 total_charge=+7 homo_ev=-31.1 lumo_ev=-28.3 energy_ev=-27294.1244
Hf 2.051 1.850 0.277
Sr -2.095 -1.511 0.329
Sr -0.418 -1.236 3.992
O 3.064 0.767 1.620
O -0.609 -0.565 0.924
O -2.898 -1.220 -1.634
O 0.985 0.797 1.024
O 1.935 0.190 -0.685
O 0.635 -0.603 2.620
O -2.109 0.659 0.158
N 0.324 -0.145 1.518
C 1.180 -0.395 -1.736
C 3.328 0.789 2.970
C -3.986 -1.586 -2.542
C -2.275 1.675 1.059
C -2.120 -0.111 -2.155
C 3.417 -0.526 1.013
C -2.399 1.058 -1.136
C 3.080 -0.651 -0.464
H 0.201 0.083 -1.697
H -2.521 0.216 -3.114
H 0.992 -1.468 -1.713
H -4.671 -0.756 -2.713
H -1.829 1.966 -1.331
H 4.256 0.330 3.310
H -1.048 -0.254 -2.293
H 1.559 -0.062 -2.702
H -3.567 -1.910 -3.495
H -3.477 1.205 -1.206
H 3.038 -1.324 1.651
H 3.545 1.817 3.260
H -3.340 1.770 1.271
H 4.502 -0.612 1.078
H -1.829 1.337 1.994
H 3.008 -1.737 -0.520
H 2.473 0.370 3.500
H -1.738 2.584 0.790
H -4.579 -2.407 -2.138
H 3.936 -0.384 -1.084

---

21
Properties=species:S:1:pos:R:3 method="wB97M-V/def2-TZVPD" multiplicity=1 orbital_gap_ev=2.968 relative_energy_ev=3.227 total_charge=+3 homo_ev=-21.7 lumo_ev=-18.7 energy_ev=-17666.2108
In 0.150 -0.087 -2.012
O -2.639 0.960 -1.701
O -0.933 1.157 0.730
O 2.962 -0.609 -1.143
O 0.641 -1.459 0.722
C -2.051 2.001 0.356
C 1.895 -2.093 0.631
C -3.059 1.228 -0.424
C 3.042 -1.187 0.145
H -4.047 1.687 -0.457
H 3.950 -1.732 0.404
H -1.786 2.846 -0.279
H 0.195 -1.911 1.442
H 1.819 -2.946 -0.043
H 3.276 -0.275 0.693
H -2.446 2.496 1.243
H -0.510 1.405 1.556
H 3.819 -0.187 -1.235
H -3.112 0.248 0.050
H 2.259 -2.501 1.574
H -3.425 0.959 -2.254

---

21
Properties=species:S:1:pos:R:3 method="wB97M-V/def2-TZVPD" multiplicity=1 orbital_gap_ev=8.807 relative_energy_ev=0.257 total_charge=-1 homo_ev=-5.1 lumo_ev=3.7 energy_ev=-13560.2015
O 0.340 -3.168 -1.812
O 1.606 -0.257 -0.343
O -1.509 -0.199 0.364
O -0.939 3.673 -1.412
O -0.199 1.277 -1.285
C 0.442 -0.516 1.854
C -0.746 0.369 1.421
C 1.238 -1.086 0.713
H -0.079 1.217 -2.248
H -1.062 0.063 -0.463
H 0.911 0.454 -0.551
H -0.484 2.740 -1.244
H 1.089 0.155 2.428
H 2.150 -1.616 1.039
H 0.789 -2.017 0.322
H -1.786 3.691 -0.964
H -0.418 1.343 1.079
H 0.022 -1.273 2.502
H 0.435 -2.411 -1.214
H -0.361 -2.953 -2.436
H -1.442 0.516 2.248